A:
The following is a DFT calculation (wB97M-V/def2-TZVPD) of a 2-piece molecular cluster, CH5NOS2 overall.

Geometry as XYZ:
```
10
Properties=species:S:1:pos:R:3:lowdin_charge:R:1
N -1.20198 -0.65396 0.75271 0.097
C -1.56470 0.18910 -0.28217 -0.401
O -1.00423 1.25656 -0.52145 -0.034
H -0.27749 -0.54147 1.14354 0.002
H -1.66780 -1.54225 0.81774 0.085
H -2.44273 -0.21445 -0.84558 0.127
S 2.64556 -0.23654 -0.96440 0.225
S 2.01110 0.45120 0.89317 0.242
H 1.42315 -0.49450 -1.55902 -0.186
H 2.07913 1.78631 0.56545 -0.157
```

Kohn-Sham gap, Eh: 0.3626
LUMO energy, Eh: 0.01112

***

B:
The following is a DFT calculation (wB97M-V/def2-TZVPD) of a 2-piece molecular cluster, CH5NOS2 overall.

Geometry as XYZ:
```
10
Properties=species:S:1:pos:R:3:lowdin_charge:R:1
N 1.82193 -0.16388 -1.74727 0.126
C 1.67268 1.14151 -1.43165 -0.432
O 1.36247 1.52369 -0.33256 -0.016
H 1.77442 -0.85280 -1.00493 0.089
H 2.20338 -0.46146 -2.62022 0.089
H 1.82563 1.81214 -2.28639 0.127
S -1.74386 0.27978 0.57580 0.257
S -0.65510 -1.43616 1.05935 0.215
H -0.76540 0.80255 -0.17501 -0.250
H -0.16321 -0.97852 2.22013 -0.206
```

Kohn-Sham gap, Eh: 0.3599
LUMO energy, Eh: 0.01503

***

Most stable to least stable: B, A